[1]
17
Properties=species:S:1:pos:R:3:forces:R:3:nbo_charge:R:1 method="wB97M-V/def2-TZVPD" mol_weight_g_mol=102.1 homo_ev=-9.4 e_tot_ev=-9439.2952 largest_force_ha_per_bohr=0.070 lumo_energy_ev=0.78 e_above_lowest_kcal_mol=86.4
O 1.804788 0.191991 1.175726 0.2 0.1 0.2 -0.729
C 1.882736 -0.384089 -0.113456 0.0 -0.2 -0.4 -0.054
C 0.478668 -0.827897 -0.499024 0.0 -0.1 0.3 -0.425
C -0.546160 0.285858 -0.432330 0.2 -0.1 0.5 -0.234
C -2.115720 -0.039489 -0.514810 2.5 -0.3 0.3 -0.115
O -2.402377 1.058566 0.364454 0.4 -0.3 -0.6 -0.536
C -1.050780 0.898081 0.843835 0.6 0.4 0.9 -0.052
H 2.679951 0.502064 1.431612 -0.1 0.0 0.0 0.473
H 2.559458 -1.253193 -0.121379 -0.1 0.1 0.0 0.163
H 2.274255 0.340247 -0.847508 -0.1 -0.1 0.1 0.155
H 0.152435 -1.619016 0.181043 0.1 -0.1 0.0 0.206
H 0.538270 -1.274364 -1.506949 -0.2 0.2 0.2 0.212
H -0.269841 1.071964 -1.179234 -0.5 -0.5 0.4 0.187
H -2.406378 -0.985924 -0.024001 0.1 0.2 -0.9 0.183
H -1.939483 0.103851 -1.541453 -3.0 0.0 -2.0 0.216
H -0.629390 1.830605 1.186723 0.1 0.2 0.4 0.185
H -1.010431 0.100746 1.596744 0.0 0.4 0.4 0.165



[2]
27
Properties=species:S:1:pos:R:3:forces:R:3:nbo_charge:R:1 method="wB97M-V/def2-TZVPD" mol_weight_g_mol=278.5 homo_ev=-17.4 e_tot_ev=-54258.7533 largest_force_ha_per_bohr=0.110 charge=+2 lumo_energy_ev=-9.46 e_above_lowest_kcal_mol=0.0
Cl 0.446063 2.663799 -0.276190 0.0 -1.1 -0.2 -0.138
C -1.793703 -0.579037 -1.273357 0.4 -0.8 -0.5 -0.201
C -0.896963 -1.633758 -0.899672 0.0 0.4 -0.6 -0.213
C 0.351884 -1.392344 -1.554108 -0.7 -0.1 -0.2 -0.246
H -1.148927 -2.498081 -0.278991 0.2 0.6 0.0 0.288
C 0.207199 -0.239223 -2.407149 -0.9 0.1 0.0 0.004
C -1.115524 0.272187 -2.207417 0.6 -0.5 -0.3 -0.265
H -1.528591 1.144446 -2.716230 0.1 -0.2 0.3 0.299
H -2.843334 -0.499007 -0.982789 0.5 0.0 0.0 0.289
H 1.248364 -2.009464 -1.494260 -0.3 0.1 0.0 0.290
C 1.225569 0.321318 -3.338953 0.3 0.4 -0.2 -0.660
Ti -0.019524 0.424254 -0.235197 -1.1 1.1 1.7 0.747
C 2.152419 0.355746 -0.150290 5.4 1.1 1.2 0.646
O 3.267533 0.565287 0.073519 -4.6 -1.1 -1.1 -0.317
C -1.918675 1.421251 0.703263 -1.4 2.5 2.9 0.643
O -2.478651 2.093538 1.447324 1.6 -2.4 -2.7 -0.339
H 2.249947 0.099381 -3.023334 -0.2 -0.1 -0.1 0.241
H 1.123636 1.408378 -3.435925 0.0 -0.2 0.0 0.260
H 1.089851 -0.094571 -4.348418 0.0 0.0 0.3 0.291
N 0.901531 0.600113 3.406749 -0.5 -0.7 -0.4 -0.761
C 0.022162 -0.250752 2.848905 0.0 0.2 1.2 0.819
N -0.846235 -0.938343 3.600101 0.5 0.3 -0.6 -0.752
O -0.023334 -0.398526 1.580994 0.3 0.3 -1.1 -0.675
H 0.985966 0.650859 4.418404 0.2 0.1 -0.4 0.441
H 1.616457 1.005639 2.809378 -0.3 0.0 0.5 0.429
H -1.445472 -1.605505 3.122616 0.1 0.2 0.4 0.439
H -0.829639 -0.887582 4.611035 -0.1 -0.1 -0.2 0.440